Entry 1:
Here is a molecular structure, CH4NO3P from OMol25. Energies are from the ωB97M-V functional and the def2-TZVPD basis.

Geometry as XYZ:
```
10
Properties=species:S:1:pos:R:3:mulliken_spin:R:1
P -0.02 -1.16 -0.25 1.17
O -1.06 0.41 -0.91 0.44
O -1.08 -0.85 0.95 0.07
O 1.14 -0.19 0.34 0.18
N 2.52 -0.05 -0.24 0.02
C -1.90 0.19 0.20 0.04
H 3.08 0.64 0.35 0.00
H -2.20 1.08 0.80 0.06
H -2.83 -0.38 -0.06 0.02
H 2.37 0.33 -1.19 0.00
```

Values from the calculation:
HOMO energy (alpha / beta): -6.1 / -9.8 eV
Total charge: 0
2S+1: 3


Entry 2:
Here is a molecular structure, CH4NO3S from OMol25. Energies are from the ωB97M-V functional and the def2-TZVPD basis.

Geometry as XYZ:
```
10
Properties=species:S:1:pos:R:3:mulliken_charge:R:1
S -0.37 0.45 0.47 0.93
O 0.42 1.27 -0.49 -0.64
O -0.33 -1.42 -0.56 -0.44
O -1.85 0.58 0.38 -0.60
N -0.05 -0.94 -1.89 -0.55
C 0.47 0.44 1.86 -0.81
H -0.75 -0.15 -1.88 0.30
H 0.85 -0.30 -1.98 0.28
H 0.11 -0.25 2.55 0.28
H 1.50 0.31 1.54 0.24
```

Values from the calculation:
HOMO energy: -3.7 eV
Total charge: -1


Entry 3:
Here is 2 unconnected molecules or ions with the total composition CH4NOS from OMol25. Energies are from the ωB97M-V functional and the def2-TZVPD basis.

Geometry as XYZ:
```
8
Properties=species:S:1:pos:R:3:mulliken_charge:R:1
S -1.43 1.40 0.32 -0.64
O 1.73 1.00 0.13 -0.61
N -1.53 -0.17 -0.17 -0.38
C -0.63 -1.04 -0.11 -0.55
H 0.45 -0.92 0.22 0.35
H 1.56 0.30 -0.41 0.30
H -1.00 -1.96 -0.44 0.28
H 0.84 1.38 0.46 0.25
```

Values from the calculation:
HOMO energy: -2.5 eV
Total charge: -1


Entry 4:
Here is 2 unconnected molecules or ions with the total composition CH4NOS from OMol25. Energies are from the ωB97M-V functional and the def2-TZVPD basis.

Geometry as XYZ:
```
8
Properties=species:S:1:pos:R:3:mulliken_charge:R:1
S -3.08 0.66 0.24 -0.86
O 2.58 0.51 -0.56 -0.61
N 0.71 -0.48 0.28 -0.29
C 1.38 0.51 -0.34 0.14
H 0.69 1.31 -0.62 0.30
H -2.98 -0.68 0.24 -0.07
H -0.30 -0.39 0.35 0.19
H 1.01 -1.43 0.41 0.21
```

Values from the calculation:
HOMO energy: -2.9 eV
Total charge: -1


In order of appearance, molecular weight = 109.021; 110.114; 78.116; 78.116 u.
In order of appearance, energy above the lowest of the compared OMol25 structures with the same formula, charge and spin = 82.2; 94.0; 45.4; 5.2 kcal/mol.